Molecular formula: C44H119BeN8O12
Method: DFT, wB97M-V/def2-TZVPD

The net charge is +1. The LUMO energy is -2.2486 eV. For the orbital gap, the calculation gives 7.91 eV.

```
184
Properties=species:S:1:pos:R:3:lowdin_charge:R:1
H -11.4771 -14.5934 15.3481 0.07
H -11.1881 -10.4506 10.5346 0.14
H -9.8720 -9.2873 14.5830 0.08
C -7.4655 -11.8955 13.7727 -0.23
C -17.1414 -13.8595 12.3244 -0.05
H -14.1736 -10.4494 20.7768 0.09
C -14.8826 -17.7031 17.3708 -0.06
O -11.5443 -19.4222 17.1919 -0.21
H -12.1041 -21.1241 18.2369 0.09
H -10.8594 -12.1898 17.4842 0.09
H -9.3866 -12.3201 18.4549 0.12
H -16.2005 -18.3117 13.1382 0.07
H -10.4946 -20.7009 18.4329 0.09
C -16.2647 -13.7757 18.2985 -0.07
H -15.8059 -11.0914 16.3379 0.06
C -15.9216 -13.1653 11.7618 -0.45
H -13.1702 -11.4312 16.7927 0.05
H -14.1246 -13.3855 21.4292 0.15
H -13.3668 -15.9624 10.5495 0.07
C -15.2700 -12.5239 19.8966 -0.32
H -12.7923 -18.4996 15.9300 0.14
H -14.7635 -17.2464 16.3834 0.08
H -15.7301 -16.7173 12.6364 0.06
O -18.0984 -17.2648 11.8970 -0.07
O -16.4463 -13.9610 9.5808 -0.20
H -9.9503 -13.9069 9.2105 0.08
H -17.1276 -12.1517 10.3491 0.13
C -12.0985 -9.3760 12.1325 -0.19
O -15.1964 -13.6624 19.2095 -0.15
N -9.2300 -12.1833 12.1479 0.07
O -9.5978 -17.4173 16.6555 -0.09
H -19.1606 -19.0264 14.2515 0.12
N -12.9049 -12.7202 19.7733 0.11
N -15.5558 -11.9144 12.4391 0.07
H -14.1985 -9.8962 10.5928 0.08
H -17.1954 -19.8770 11.3144 0.09
H -15.3952 -12.2017 9.9607 0.11
H -13.3590 -10.7088 9.2771 0.08
N -18.3979 -16.5393 14.7605 0.06
H -13.0059 -9.0581 9.5975 0.09
C -14.2372 -14.8582 14.8640 -0.05
H -14.9028 -18.1827 11.8859 0.09
H -6.0764 -15.5052 18.7789 0.09
H -10.2986 -14.7811 16.8726 0.12
O -13.2671 -13.8791 16.9200 -0.24
C -15.8159 -17.7425 12.2898 -0.04
H -6.4543 -10.2356 15.3445 0.09
C -12.0170 -13.7614 14.9040 -0.07
H -5.6752 -13.8899 19.3245 0.09
H -11.9501 -11.8248 12.5859 0.04
H -10.2716 -18.0762 16.9392 0.06
C -9.0439 -17.7345 15.3652 -0.49
C -13.3883 -13.7583 15.4064 -0.47
H -13.8426 -9.9241 15.3450 0.12
H -12.9067 -14.4370 11.3263 0.04
H -18.4052 -21.6909 16.3434 0.09
H -10.6564 -7.8979 13.8181 0.09
H -11.9767 -8.3664 11.7174 0.13
C -14.1144 -12.5069 20.7860 -0.32
H -16.0432 -14.6185 17.6594 0.06
H -14.4829 -14.6512 13.8220 0.06
H -17.1681 -14.1115 18.7741 0.09
H -12.1306 -12.4729 11.1036 0.02
H -15.4134 -16.9392 17.9475 0.08
H -15.9959 -11.7622 13.3345 0.06
C -13.7795 -8.3135 16.7442 -0.06
N -12.4458 -11.7344 11.7193 0.08
H -18.2126 -16.8191 13.8027 0.02
C -10.4584 -17.0964 6.8720 -0.08
H -7.4343 -14.2851 12.5324 0.09
H -11.0709 -15.8291 10.4489 0.14
C -10.7838 -8.9160 14.1394 -0.04
H -6.6080 -12.1403 13.1154 0.14
O -10.4033 -16.3424 8.1067 -0.19
O -19.2653 -19.8649 16.0882 -0.17
H -12.9134 -15.7066 17.1887 0.05
H -11.5615 -12.7978 15.1543 0.08
H -17.9048 -15.7117 15.0317 0.04
C -10.0399 -17.7605 14.2501 -0.06
H -8.4119 -16.8664 15.1836 0.12
C -12.1688 -10.4139 11.0370 -0.41
H -7.6650 -19.1178 14.5182 0.09
H -11.9330 -13.7911 13.8186 0.08
C -19.2552 -18.7066 15.2939 -0.22
C -6.2741 -14.4399 18.6100 -0.06
C -15.5407 -10.0509 16.5397 -0.06
H -9.7507 -12.8450 11.5904 0.02
H -17.8421 -13.0067 8.4289 0.09
H -9.4590 -17.5225 6.7071 0.09
N -12.7899 -16.5238 17.8081 0.06
H -12.2096 -12.9631 20.4804 0.10
C -9.9130 -12.7731 17.6012 -0.04
H -10.7327 -16.9155 14.3062 0.07
H -9.6365 -17.7859 13.2304 0.09
O -13.1929 -10.5659 17.2674 -0.08
C -13.4946 -17.8114 17.8429 -0.43
H -20.2169 -18.2162 15.4115 0.13
H -18.7013 -16.9089 11.2348 0.10
H -5.9452 -14.1808 17.5953 0.09
H -7.7666 -10.8574 13.5527 0.12
H -13.4078 -18.1046 18.8953 0.14
C -17.0627 -19.0652 10.5807 -0.06
N -10.9940 -14.4405 18.8110 0.06
H -16.5736 -17.0497 10.4535 0.13
C -8.6816 -12.7278 13.4105 -0.42
H -19.2479 -16.6623 17.2193 0.09
H -9.4137 -12.6709 14.2185 0.11
H -17.9274 -13.0995 12.3925 0.09
H -11.3896 -13.2494 9.0486 0.07
H -5.9981 -11.4130 16.5557 0.09
H -18.2199 -21.0275 14.7303 0.09
H -14.5578 -11.7788 12.4266 0.02
C -16.2344 -12.8004 10.3458 -0.24
C -18.2184 -17.7098 15.6701 -0.44
H -16.1840 -12.3565 20.5019 0.16
C -18.3310 -17.2594 17.1121 -0.05
C -14.0566 -9.7582 16.4036 -0.48
H -12.0567 -15.1319 7.6779 0.13
C -11.6911 -15.8452 8.4258 -0.25
H -13.8706 -12.8710 15.0002 0.12
H -15.0158 -11.2012 22.1810 0.10
H -11.5500 -15.2963 18.8465 0.09
H -9.8086 -11.3670 12.3043 0.03
O -7.1797 -12.0755 15.1287 -0.20
H -7.5793 -18.9735 16.2980 0.08
H -8.4635 -15.7543 17.7692 0.12
H -17.5341 -14.7411 11.8091 0.07
H -16.1810 -13.1230 7.7210 0.09
H -14.1315 -8.0467 17.7409 0.09
C -11.4751 -20.2375 18.3322 -0.10
N -10.8416 -13.8190 9.6870 0.05
H -8.8815 -19.8474 15.6210 0.08
H -16.3573 -12.9076 17.6436 0.09
C -13.2386 -9.9929 10.1005 -0.08
H -16.2227 -19.3617 9.9648 0.08
H -10.6150 -18.6956 14.2453 0.08
H -17.2013 -18.0282 15.4845 0.10
C -8.2412 -14.1849 13.2621 -0.05
H -16.8889 -14.1228 13.3469 0.05
C -8.4470 -14.6612 17.7818 -0.20
H -13.5443 -19.7301 16.9817 0.12
C -14.1175 -11.2113 21.5696 -0.03
H -9.0683 -14.8388 12.9349 0.07
C -11.5517 -15.1433 9.7422 -0.38
C -8.2355 -18.9932 15.4361 -0.05
H -15.0799 -13.8875 11.8134 0.11
C -18.2249 -20.7724 15.7975 -0.11
H -18.2740 -18.0486 17.8704 0.09
C -12.8592 -18.8797 16.9613 -0.17
H -11.5903 -9.1517 14.8219 0.06
H -15.1414 -15.0396 15.4631 0.08
H -17.2129 -20.4272 16.0679 0.08
H -14.4377 -7.6942 16.1347 0.09
H -5.2478 -11.5400 14.9148 0.10
H -11.8259 -16.7463 18.0301 0.05
H -13.2153 -11.0178 22.1687 0.09
H -12.6674 -11.7508 19.4811 0.11
H -7.8768 -14.5146 14.2309 0.06
H -17.5512 -16.5284 17.3332 0.04
H -15.3465 -18.6714 17.3446 0.08
H -11.7158 -19.7552 19.2614 0.08
O -11.0137 -9.7657 12.9962 -0.24
C -9.9038 -14.2291 17.7307 -0.29
O -7.6609 -14.0784 18.7794 -0.16
H -12.7205 -8.1118 16.5796 0.07
C -16.9395 -13.6174 8.3225 -0.12
H -15.1265 -11.6112 19.2778 0.13
H -16.1439 -9.4732 15.8317 0.09
C -6.1308 -11.2729 15.4855 -0.13
C -12.9883 -14.9645 10.3807 -0.05
H -17.9494 -19.0393 9.9538 0.08
Be -12.0486 -13.4419 18.2782 0.28
H -13.6963 -15.8161 14.7819 0.08
H -17.2244 -14.5491 7.8293 0.09
H -13.7662 -14.4414 9.8082 0.08
H -13.0610 -9.3558 12.6572 0.12
H -15.9077 -9.7903 17.5393 0.08
C -16.9166 -17.7464 11.2238 -0.50
H -10.6670 -14.2158 19.7391 0.14
H -9.3650 -12.4897 16.7058 0.10
H -10.6777 -16.4413 6.0316 0.08
H -11.1674 -17.9269 6.9644 0.09
H -12.4609 -16.6295 8.5143 0.13
H -8.1445 -14.3072 16.7866 0.13
```



Molecular formula: C44H121N11O11
Method: DFT, wB97M-V/def2-TZVPD

The LUMO energy is 0.5951 eV. For the orbital gap, the calculation gives 9.08 eV. Its structure (SMILES) is COC[C@H](C)N.COC[C@H](C)N.COC[C@H](C)N.COC[C@H](C)N.COC[C@H](C)N.COC[C@H](C)N.COC[C@H](C)N.COC[C@H](C)N.COC[C@H](C)N.COC[C@H](C)N.COC[C@H](C)N. As for the energy above the lowest of the compared OMol25 structures with the same formula, charge and spin: 42.9 kcal per mole.

```
187
Properties=species:S:1:pos:R:3:lowdin_charge:R:1
H -1.4878 -29.6271 15.6036 0.07
H -16.1610 -30.3198 12.2771 0.12
C -7.9523 -27.5019 13.4220 -0.10
H -14.8404 -27.8930 13.4999 0.08
H -8.4741 -28.2028 14.0842 0.08
H -10.0733 -25.8185 12.9926 0.13
O -4.8857 -37.6064 10.6135 -0.17
H -5.8458 -26.7287 9.6698 0.13
H -4.3576 -29.5695 12.5274 0.08
C -1.1264 -28.6503 15.9182 -0.05
H -1.8110 -28.3307 16.7087 0.08
O -13.6096 -27.5411 19.2780 -0.18
C -11.0433 -34.6754 8.7008 -0.03
H -10.5097 -27.5425 13.1815 0.12
H -8.9708 -33.1303 16.3755 0.09
H -8.2498 -29.0974 10.5868 0.03
O -8.6718 -35.6800 10.3263 -0.20
C -11.2595 -29.6850 8.2154 -0.10
H -11.1080 -25.4868 9.4389 0.08
C -7.5917 -31.9357 12.1271 -0.12
H -13.5601 -32.7688 8.7094 0.12
C -19.0772 -30.6486 15.6272 -0.11
C -4.9869 -31.4874 15.5602 -0.04
H -7.6460 -26.6239 13.9921 0.09
C -10.5782 -25.5297 10.3926 -0.06
H -11.0752 -29.6932 7.1416 0.10
H -16.1904 -35.2326 14.0084 0.07
H -5.4297 -30.2618 8.2634 0.08
H -17.7460 -25.2354 12.2701 0.09
H -9.8680 -31.3717 10.8681 0.11
H -6.4019 -35.6973 11.6904 0.10
O -12.0398 -30.7880 8.6746 -0.24
H -7.6872 -34.0518 9.6263 0.10
H -2.4182 -26.6640 13.2864 0.13
H -12.9439 -29.9562 15.5535 0.06
C -4.5739 -36.7538 11.6718 -0.23
H -12.4395 -26.4784 12.1937 0.08
C -14.1726 -31.8839 8.8950 -0.41
N -12.1796 -27.0578 11.4035 0.03
H -16.8654 -33.9548 15.9091 0.13
O -16.8877 -27.0525 12.3176 -0.18
O -18.2645 -31.7511 15.9208 -0.18
H -14.2473 -29.2897 11.2300 0.02
N -0.8369 -26.2669 15.4293 0.03
H -18.8349 -26.4916 11.7300 0.09
H -18.3653 -32.1696 13.9373 0.12
C -13.4134 -30.6761 8.3150 -0.19
H -14.7735 -33.4763 14.5907 0.07
H -8.6575 -36.0509 12.3360 0.10
C -15.0303 -28.9683 13.5349 -0.06
H -13.0941 -28.0053 16.7339 0.13
N -9.6067 -32.6836 8.2921 0.06
C -15.4636 -32.1376 8.1263 -0.07
O -2.8266 -28.7152 13.5578 -0.21
H -4.6126 -29.1168 14.9093 0.03
H -14.7346 -30.9059 10.6218 0.02
H -8.3479 -34.3343 11.9212 0.07
H -18.5424 -26.2176 13.4305 0.09
C -3.5327 -26.8727 8.3758 -0.12
O -7.5489 -31.7402 16.9479 -0.18
H -10.3428 -27.6502 10.5086 0.11
H -6.9599 -32.6049 12.7181 0.07
H -19.1893 -30.0689 16.5448 0.09
H -3.5758 -25.8990 8.8843 0.09
H -11.2837 -30.0681 17.4529 0.05
H -13.5525 -31.9457 10.8569 0.02
C -5.6514 -27.6337 9.0801 -0.21
C -18.2016 -32.6997 14.8833 -0.21
H -5.2787 -34.9710 9.5642 0.08
H -13.9721 -28.0543 21.2142 0.09
O -4.2638 -27.8732 9.0313 -0.19
H -10.3178 -29.8265 8.7541 0.07
H -6.5669 -38.2530 11.5965 0.09
H -15.4573 -29.2792 14.4879 0.06
H -7.1774 -30.1484 8.0672 0.08
H -14.9038 -28.8192 18.3827 0.12
H -10.4730 -32.1801 8.1494 0.03
C -1.1622 -27.5658 14.8509 -0.45
H -11.7922 -34.6367 9.4947 0.07
H -7.1431 -30.9426 12.2542 0.08
H -4.6255 -37.2739 12.6439 0.12
H -7.7533 -32.9281 15.1920 0.08
H -0.0910 -28.6856 16.2534 0.08
H -3.4934 -36.5682 11.6270 0.13
H -11.4886 -29.0837 18.7086 0.06
H -10.8065 -35.7213 8.4987 0.08
C -15.9104 -29.2576 12.3093 -0.40
H -16.1039 -32.8349 8.6695 0.07
H -19.0148 -33.4385 14.9115 0.12
H -11.8980 -32.9168 11.8399 0.07
C -4.9709 -34.5635 10.5261 -0.04
H -13.2445 -31.0657 16.8420 0.08
C -17.1997 -28.4237 12.3685 -0.21
O -8.8987 -31.9625 12.6614 -0.18
C -2.4529 -27.4420 14.0580 -0.22
C -5.3444 -35.4230 11.7234 -0.44
H -18.5782 -29.9542 14.9396 0.07
H -5.4602 -33.5892 10.6001 0.06
H -4.2659 -31.3896 14.7461 0.07
H -2.4899 -27.1607 8.2857 0.09
H -15.6002 -32.0307 15.4569 0.06
H -11.2114 -32.9497 13.4333 0.07
H -15.0054 -27.8924 11.1441 0.06
C -16.9324 -33.5670 14.8812 -0.45
O -8.6893 -27.1876 12.2566 -0.24
C -6.2280 -38.0596 10.5776 -0.09
H 0.1693 -26.2041 15.5428 0.07
H -4.4554 -31.2983 16.4945 0.09
H -3.2672 -27.1142 14.7244 0.13
N -14.4102 -31.8259 10.3403 0.07
H -5.4506 -32.4749 15.5008 0.07
H -9.9473 -34.9513 11.7313 0.09
H -3.9989 -26.6675 7.4038 0.09
H -12.7852 -32.2259 13.1800 0.06
H -9.3200 -32.9850 7.3641 0.08
C -9.7282 -31.0859 11.9164 -0.20
C -11.1106 -30.9540 12.5457 -0.37
N -15.1713 -28.8901 11.0784 0.04
H -5.2674 -35.2906 13.7791 0.07
H -6.4488 -30.9842 9.4426 0.05
H -20.0672 -30.9264 15.2583 0.09
C -6.3708 -30.1092 8.7999 -0.04
C -13.4801 -30.0536 16.4986 -0.08
N -11.5866 -29.1356 17.7005 0.04
H -6.0494 -27.4145 8.0786 0.13
H -3.3635 -28.2976 11.6452 0.09
H -15.4645 -27.5436 20.2253 0.09
H -12.6039 -26.7008 10.5559 0.06
H -13.6352 -29.6491 19.2879 0.13
C -6.0766 -30.4405 15.4197 -0.43
H -4.6087 -27.8472 12.7799 0.08
C -9.8153 -33.8559 9.1502 -0.42
H -11.1022 -30.5145 13.5448 0.13
C -10.6999 -26.8488 11.1531 -0.40
H -10.0534 -33.4687 10.1478 0.10
H -6.8791 -37.3637 10.0412 0.07
C -14.4026 -27.4092 20.4402 -0.11
H -3.8847 -34.4436 10.5195 0.08
H -9.5206 -25.4386 10.1117 0.08
H -6.6450 -30.5668 14.4917 0.11
H -14.0374 -29.4165 13.4740 0.06
H -7.5131 -32.2790 11.0936 0.07
H -7.7260 -27.6115 10.5658 0.04
H -4.2470 -34.2824 12.9486 0.08
C -3.8462 -28.6092 12.5758 -0.11
C -8.3152 -32.3693 15.9454 -0.11
N -12.0255 -30.2707 11.5959 0.06
N -7.7124 -28.4650 10.0156 0.06
H -15.6886 -32.3032 13.7085 0.07
H -17.7308 -28.7136 13.2830 0.11
H -17.8051 -28.7029 11.4981 0.13
C -18.0473 -26.2683 12.4552 -0.12
N -5.4894 -29.1035 15.4214 0.05
H -6.2989 -38.9452 9.9448 0.09
H -11.6956 -30.4992 10.6579 0.04
H -13.8546 -29.7081 8.5824 0.12
H -1.0628 -25.4697 14.8466 0.07
N -5.1819 -34.6814 12.9752 0.05
H -13.5929 -30.6393 7.2289 0.12
H -5.8273 -29.1436 10.5616 0.11
H -11.5462 -28.6848 8.5563 0.08
H -14.2745 -26.4083 20.8579 0.09
H -6.5734 -30.0647 17.4572 0.12
H -5.2071 -28.8662 16.3695 0.07
H -16.1240 -31.3091 7.8663 0.08
H -11.4812 -34.1936 7.8300 0.07
C -8.5483 -34.6673 9.3459 -0.19
C -11.7878 -32.3178 12.7485 -0.06
H -8.3298 -35.2021 8.4164 0.13
H -0.3935 -27.8255 14.1072 0.13
H -8.9918 -31.6626 15.4571 0.08
H -14.5647 -30.0676 16.3843 0.05
H -15.1664 -32.6667 7.2162 0.07
H -7.9511 -29.8084 16.3094 0.12
H -17.8100 -35.2754 14.2189 0.07
C -10.0439 -26.8044 12.5192 -0.18
C -7.1112 -30.4503 16.5893 -0.19
C -8.8924 -35.2426 11.6479 -0.09
C -6.3487 -28.8484 9.6385 -0.43
C -13.8364 -28.7799 18.6475 -0.23
H -9.2953 -30.0785 11.9523 0.11
N -17.0355 -34.6803 13.9455 0.03
H -11.9450 -29.2416 11.5410 0.04
H -7.0730 -28.0835 13.1385 0.06
C -13.0059 -28.8806 17.3803 -0.40
H -10.8663 -24.6572 10.9793 0.08
C -15.6184 -32.7968 14.6842 -0.05
```



What HOMO level values result from the calculations? In sequence: -10.16 -8.49 eV.